[1]
9
Properties=species:S:1:pos:R:3:nbo_charge:R:1 method="wB97M-V/def2-TZVPD" spin_multiplicity=1 e_tot_ev=-50521.4846 gap_ev="8.22 / 7.21" e_above_lowest_kcal_mol=85.3
C -0.8174 0.7044 -0.0895 -0.5025
C 1.6717 -0.2800 0.1972 -0.3474
S -1.5587 -0.6116 -0.7978 0.1839
Cl -0.2813 2.0750 -0.8404 0.1047
Cl 2.3443 1.2694 -0.0743 0.0289
Cl 1.8302 -1.4810 -1.0381 -0.0056
H -1.0447 0.8690 0.9869 0.2293
H 1.9882 -0.7557 1.0885 0.1920
H -1.1235 -0.1713 -1.9040 0.1167

[2]
11
Properties=species:S:1:pos:R:3:mulliken_spin:R:1 method="wB97M-V/def2-TZVPD" total_charge=-1 spin_multiplicity=2 e_tot_ev=-27687.9999 gap_ev="7.98 / 5.18" e_above_lowest_kcal_mol=4.6
O -0.4011 1.3651 3.0781 1.0236
H -1.0666 2.0544 2.8323 -0.0234
H 0.5179 0.6251 1.4842 -0.0001
N 1.2023 0.3538 0.6225 0.0003
S 0.7308 -0.8398 -0.2405 -0.0006
O 1.8236 -1.3868 -1.0665 -0.0003
O -0.1246 -1.8447 0.4517 0.0004
C -0.4506 -0.2052 -1.5465 0.0000
F 0.1593 0.6944 -2.3155 0.0000
F -1.5035 0.3769 -0.9754 0.0000
F -0.8875 -1.1931 -2.3245 0.0000

[3]
11
Properties=species:S:1:pos:R:3:nbo_charge:R:1 method="wB97M-V/def2-TZVPD" spin_multiplicity=1 e_tot_ev=-20506.0697 gap_ev=7.73 e_above_lowest_kcal_mol=168.6
C -3.1756 -0.1382 0.2869 -0.6432
C -1.6757 0.0061 -0.1429 0.2495
C 1.1045 0.0465 -0.0563 0.1824
H -3.1315 -1.1988 0.9312 0.2595
H -3.4516 0.9544 1.1755 0.2483
H -3.6326 -0.1566 -0.6913 0.2378
N -0.8958 -1.2408 -0.0958 -0.1330
N 0.4023 -1.1900 -0.2414 -0.1529
N -1.1660 1.1940 -0.2376 -0.0365
O 0.1804 1.2125 -0.0713 -0.3363
S 2.6794 -0.0080 0.1658 0.1244

[4]
21
Properties=species:S:1:pos:R:3:nbo_charge:R:1 method="wB97M-V/def2-TZVPD" total_charge=+1 spin_multiplicity=1 e_tot_ev=-13002.5629 gap_ev=10.43 e_above_lowest_kcal_mol=80.6
C 0.7885 -0.9025 1.4321 0.3422
C -1.8560 -1.3361 -0.7461 -0.4161
C -1.3831 1.8105 0.3576 -0.2726
C 2.4469 0.7257 -0.1448 -0.3099
C 0.2602 0.0722 0.4025 0.7157
N -0.3626 -1.1052 -0.8853 -0.6782
O 1.7089 -1.6194 1.1783 -0.4442
O -0.8912 0.5436 0.7992 -0.4921
O 1.0480 0.8992 -0.2530 -0.4826
H 0.5673 -0.7127 2.5511 0.1850
H -2.3790 -0.4309 -0.4781 0.2245
H -2.3345 -1.6569 -1.6255 0.2320
H -1.9139 -2.1262 0.0121 0.2235
H -2.2910 1.7021 -0.1200 0.1973
H -0.5822 2.2803 -0.3863 0.2170
H -1.5039 2.4624 1.2065 0.2228
H 2.9503 0.9808 -1.1874 0.2274
H 2.8043 -0.2724 -0.0514 0.2255
H 2.9378 1.3149 0.6915 0.2212
H -0.1311 -0.5659 -1.8015 0.4246
H 0.1160 -2.0635 -0.9514 0.4369

[5]
13
Properties=species:S:1:pos:R:3:nbo_charge:R:1 method="wB97M-V/def2-TZVPD" spin_multiplicity=1 e_tot_ev=-19170.9909 gap_ev=8.98 e_above_lowest_kcal_mol=99.5
C -1.0818 -1.0533 -0.0262 -0.1382
C -0.1818 0.1020 -0.1371 0.2866
C -0.2426 1.4513 -0.1005 -0.4779
C 2.1840 0.0109 0.1658 -0.0146
H -2.8510 -0.1560 0.7686 0.4737
H -0.8792 -1.7273 -0.8976 0.2198
H -0.8644 -1.8490 0.8162 0.2047
H -1.1917 1.9332 -0.2192 0.2280
H 0.8148 1.9817 -0.7439 0.2364
H 1.9022 0.6324 1.1254 0.1640
O -2.3453 -0.5104 -0.2304 -0.6991
O 1.1143 -0.4298 -0.3676 -0.5058
S 3.6225 -0.3856 -0.1536 0.0223

[6]
18
Properties=species:S:1:pos:R:3:nbo_charge:R:1 method="wB97M-V/def2-TZVPD" spin_multiplicity=1 e_tot_ev=-18692.9583 gap_ev="7.97 / 7.68" e_above_lowest_kcal_mol=160.5
C -1.9387 -1.4223 1.2654 -0.7077
C 0.3880 2.1152 0.0561 -0.8563
C 1.7031 0.5019 -2.0777 -0.7923
C -0.5606 -1.6606 1.7040 0.0090
N 0.9756 -0.7205 0.1071 -1.0581
O -0.8655 0.2778 -1.5130 -0.9878
S 0.4010 0.3695 -0.7506 1.8787
H -2.4486 -0.6236 1.8647 0.2238
H -1.8118 -1.3831 0.2537 0.2804
H -2.4246 -2.4004 1.4800 0.2273
H -0.4448 2.2135 0.8726 0.2479
H 1.3915 2.4069 0.4701 0.2329
H 0.1523 2.6176 -0.9488 0.2328
H 2.5230 -0.1764 -1.9158 0.2432
H 1.3533 0.3247 -3.0397 0.2363
H 1.9914 1.4581 -1.8648 0.2059
H -0.2674 -2.7095 1.5282 0.1976
H -0.1171 -1.1890 2.5087 0.1863